[1]
{
  "formula": "C30H45CeF5P2",
  "method": "the ωB97M-V functional and the def2-TZVPD basis",
  "energy_ha": -2826.38255,
  "homo_lumo_gap_ev": [5.076, 5.041],
  "total_charge": 2,
  "species": ["Ce", "P", "P", "F", "F", "F", "F", "F", "C", "C", "C", "C", "C", "C", "C", "C", "C", "C", "C", "C", "C", "C", "C", "C", "C", "C", "C", "C", "C", "C", "C", "C", "C", "C", "C", "C", "C", "C", "H", "H", "H", "H", "H", "H", "H", "H", "H", "H", "H", "H", "H", "H", "H", "H", "H", "H", "H", "H", "H", "H", "H", "H", "H", "H", "H", "H", "H", "H", "H", "H", "H", "H", "H", "H", "H", "H", "H", "H", "H", "H", "H", "H", "H"],
  "positions_angstrom": [[-0.83661, -0.05053, -2.32713], [1.47377, -3.14415, 0.02465], [2.16590, 2.60789, 0.67286], [2.50004, -2.02662, 7.12088], [-1.32876, -2.17322, 4.32960], [0.03906, -3.07677, 6.45035], [2.33626, 0.63584, 3.18878], [3.62120, -0.14524, 5.44524], [1.12207, -1.24835, -4.68253], [1.68289, -0.21279, 4.05736], [1.85142, -1.61837, 6.01259], [2.52637, 3.99626, -0.47980], [-0.19759, 1.76294, -4.90112], [-1.61233, 0.44081, 0.97024], [-2.02973, -2.06853, 1.38422], [1.99105, -3.51593, 1.73276], [1.98500, -0.16954, -3.98619], [0.23146, 1.63921, -3.44420], [-1.12129, 0.64367, -5.44784], [-1.35185, -0.53724, -4.52473], [0.41463, -0.64820, 3.77082], [-3.63483, 1.36006, -2.07805], [-0.10396, -1.61811, 4.58670], [2.40614, -0.65268, 5.17622], [2.10067, 3.57392, 2.24706], [2.97163, -3.50139, -0.97781], [3.83506, 1.84494, 0.80146], [-0.96396, 0.73897, 2.24187], [-1.74874, 2.84178, -0.07267], [-3.81747, -1.70396, -1.19059], [1.24485, 0.74972, -3.02279], [0.59450, -2.12080, 5.69292], [-2.92440, 0.72210, -0.93169], [-2.96832, -0.66620, -0.55057], [-0.31069, -1.41809, -4.15426], [-2.15721, -0.82291, 0.60284], [0.43898, -4.60908, -0.40761], [-2.01538, 1.38344, -0.04706], [3.70480, 0.79776, 1.10358], [-1.14583, -2.04309, 2.02069], [1.69374, 0.81709, -2.01150], [3.26519, -4.55748, -0.89028], [-0.16229, 2.46129, -2.79762], [-1.04091, 3.11758, 0.71239], [1.07462, -5.47874, -0.64113], [1.63600, -2.22065, -4.57874], [-0.22349, -0.18826, 2.82743], [-4.35486, 2.11695, -1.72069], [-0.27780, 1.59230, 2.19460], [0.68398, 1.82184, -5.56012], [-2.67334, 3.41413, 0.09076], [-0.25252, -4.83122, 0.42239], [1.59786, 4.56659, -0.61711], [-3.72396, -2.66905, -0.68148], [-2.08975, 1.09558, -5.70602], [2.75047, -3.25992, -2.03222], [1.85494, 2.90788, 3.08392], [1.11356, -1.01952, -5.75985], [3.06384, 4.05679, 2.45355], [-1.34075, 3.20822, -1.02752], [3.31133, 4.66758, -0.10929], [-2.94878, 1.89678, -2.76463], [4.34596, 1.85972, -0.16861], [1.31705, 4.33911, 2.15942], [-1.95172, -2.95914, 0.75412], [2.42216, -2.59413, 2.15043], [-0.15497, -4.33980, -1.29959], [2.51183, 0.40837, -4.76530], [1.10051, -3.78785, 2.31842], [-4.87668, -1.40410, -1.17311], [-0.52509, -2.43282, -3.75683], [-0.71122, 2.73421, -5.00460], [-1.68998, 0.90939, 3.05464], [-2.89381, -2.22136, 2.04641], [2.73679, -4.31919, 1.75507], [3.78805, -2.84919, -0.63295], [2.79940, -0.67549, -3.44926], [-2.41028, -0.81475, -4.39082], [-3.55300, -1.88484, -2.24408], [4.45544, 2.34245, 1.55407], [-0.68918, 0.29552, -6.39777], [-4.20435, 0.64152, -2.68804], [2.81778, 3.58693, -1.45450]],
  "forces_ev_per_angstrom": [[-1.834, -1.666, 5.247], [-0.534, 0.261, -0.602], [0.239, 0.381, -0.042], [-0.716, 0.384, -1.369], [1.120, 0.726, 0.322], [0.346, 0.710, -0.561], [-0.903, -0.820, 1.045], [-0.968, -0.415, -0.358], [-0.616, -0.712, -0.059], [1.817, 1.066, -0.629], [0.326, -0.038, 0.752], [-0.270, -0.017, -0.107], [0.362, 0.774, 0.302], [0.982, -0.825, 0.602], [0.125, -0.592, 0.392], [0.138, 0.210, 0.092], [0.534, 0.349, 0.634], [2.354, 1.633, -0.696], [-0.660, -0.221, -0.126], [-0.015, -1.504, -1.827], [0.077, 0.101, -0.581], [-0.469, 0.250, -0.231], [-1.556, -1.361, 0.475], [0.373, 0.370, -0.100], [-0.255, -0.180, 0.046], [0.024, 0.204, 0.037], [-0.064, -0.498, 0.098], [-3.023, 3.491, -2.247], [0.043, 0.710, 0.174], [-0.156, -0.415, -0.165], [1.347, 2.177, -0.802], [-0.412, -0.379, 0.194], [1.201, 0.415, 1.250], [0.841, 0.133, 1.371], [-0.419, -1.063, -2.307], [-1.751, -0.321, -1.220], [-0.055, 0.152, -0.128], [-0.307, 0.029, -1.265], [0.214, 0.227, -0.060], [-0.037, -0.136, -0.124], [-0.321, 0.283, -0.397], [0.022, 0.327, -0.050], [0.680, -0.605, -0.167], [-0.034, 0.085, -0.186], [-0.395, 0.187, 0.190], [-0.307, 0.452, -0.072], [1.547, -1.746, 1.423], [0.280, -0.176, -0.234], [0.071, -0.199, 0.022], [-0.115, -0.041, 0.444], [0.177, -0.109, 0.022], [0.261, -0.041, -0.387], [0.263, 0.021, -0.020], [-0.084, 0.225, -0.079], [0.244, -0.287, 0.128], [0.179, -0.174, 0.379], [0.074, 0.293, -0.160], [-0.315, -0.117, 0.317], [-0.230, -0.038, -0.078], [-0.071, -0.183, 0.199], [-0.146, -0.181, -0.090], [-0.111, 0.017, 0.093], [-0.110, 0.036, 0.192], [0.204, -0.134, 0.093], [-0.009, 0.145, 0.026], [-0.012, -0.366, 0.042], [0.187, -0.334, 0.325], [-0.406, 0.068, 0.301], [0.329, 0.021, -0.095], [0.292, -0.132, -0.040], [-0.177, 0.628, -0.216], [0.210, -0.442, 0.013], [0.691, -1.229, 0.275], [0.137, 0.098, -0.127], [-0.212, 0.089, 0.168], [-0.151, -0.254, -0.202], [-0.346, 0.223, 0.099], [0.393, -0.243, -0.092], [-0.117, 0.040, 0.013], [-0.046, -0.009, -0.215], [-0.144, -0.079, 0.288], [0.174, 0.147, 0.289], [0.000, 0.143, 0.141]],
  "lowdin_charge": [1.28, 0.77, 0.77, 0.16, 0.09, 0.15, 0.05, 0.14, -0.13, -0.15, -0.09, -0.31, -0.13, -0.15, -0.02, -0.30, -0.14, -0.27, -0.14, -0.28, 0.08, -0.01, -0.16, -0.11, -0.30, -0.30, -0.30, 0.12, -0.01, 0.00, -0.25, -0.11, -0.34, -0.29, -0.25, -0.20, -0.30, -0.24, 0.01, 0.05, 0.11, 0.05, 0.12, 0.07, 0.05, 0.13, 0.07, 0.12, 0.08, 0.14, 0.11, 0.04, 0.03, 0.09, 0.13, 0.02, 0.02, 0.13, 0.05, 0.08, 0.06, 0.09, 0.04, 0.04, 0.08, 0.02, 0.02, 0.14, 0.04, 0.12, 0.13, 0.13, 0.16, 0.12, 0.06, 0.04, 0.12, 0.13, 0.09, 0.05, 0.14, 0.11, 0.03]
}



[2]
{
  "formula": "C30H45Cl2N2OsP",
  "method": "the ωB97M-V functional and the def2-TZVPD basis",
  "multiplicity": 5,
  "energy_ha": -2631.83724,
  "s_squared": 6.028,
  "homo_lumo_gap_ev": [4.170, 4.341],
  "species": ["Os", "Cl", "Cl", "P", "N", "N", "C", "C", "C", "C", "C", "C", "C", "C", "C", "C", "C", "C", "C", "C", "C", "C", "C", "C", "C", "C", "C", "C", "C", "C", "C", "C", "C", "C", "C", "C", "H", "H", "H", "H", "H", "H", "H", "H", "H", "H", "H", "H", "H", "H", "H", "H", "H", "H", "H", "H", "H", "H", "H", "H", "H", "H", "H", "H", "H", "H", "H", "H", "H", "H", "H", "H", "H", "H", "H", "H", "H", "H", "H", "H", "H"],
  "positions_angstrom": [[0.12438, -0.29135, 2.62457], [2.25240, 0.27682, 1.95698], [-2.06668, 0.41429, 2.46029], [-0.33282, 1.10995, -1.63150], [0.14381, 0.26238, 4.47954], [-0.46440, -1.84612, 5.05274], [-4.08533, -0.91855, -3.24643], [2.80353, -1.34803, -3.86128], [1.27885, 4.67734, -0.39732], [-0.33710, -4.41926, 1.41024], [1.16807, 0.12089, -2.05027], [1.81130, -3.28955, 1.72505], [0.82269, 1.43846, 4.47930], [-2.02703, -1.26516, -1.81579], [0.09103, 5.31617, 0.34006], [2.46906, -4.51965, 1.63572], [-1.33835, 3.22663, -0.08774], [0.40087, -3.25174, 1.73671], [0.89007, -0.39746, 6.61506], [-0.33515, -1.99565, 2.07657], [-3.95620, 0.61251, -3.13207], [1.42462, 1.81205, 5.65791], [1.71753, -5.69702, 1.46426], [1.19786, 3.15798, -0.48351], [1.33746, -1.39535, -1.77558], [-1.29641, 4.74789, 0.00017], [-1.99192, 0.26841, -1.63832], [2.38291, 0.09854, -4.16825], [-2.53150, 1.05444, -2.84037], [0.13888, -0.67499, 5.44944], [2.69506, -1.80919, -2.37965], [-3.46414, -1.73678, -2.08507], [0.32710, -5.65384, 1.33303], [1.06253, 0.49556, -3.53237], [-0.21327, 2.92325, -1.17959], [1.46904, 0.85861, 6.69352], [1.36322, 2.63459, 0.48461], [-1.55954, 5.05210, -1.01651], [0.07822, 6.38350, 0.09312], [2.86019, -2.89846, -2.28311], [2.15795, -2.02548, -4.42816], [-1.41576, -4.33250, 1.33989], [-2.32875, 2.91353, -0.45489], [-2.06865, 5.16847, 0.66479], [0.93128, 1.57723, -3.67354], [1.93855, 1.13054, 7.62716], [-1.84534, 0.85529, -3.67586], [3.54954, -4.54158, 1.74999], [0.25877, 5.22696, 1.41581], [3.83232, -1.48734, -4.20710], [1.28565, -1.49650, -0.68117], [-4.04629, -1.61252, -1.16634], [1.25561, 4.98191, -1.44463], [-4.30144, 1.16873, -4.02044], [2.08329, 0.52867, -1.56333], [2.00649, 2.78893, -1.13139], [-0.93439, -1.82701, 4.11109], [0.91951, -1.20867, 7.35061], [-1.61228, -1.70411, -0.89349], [3.10247, 0.78566, -3.71751], [-2.56981, 0.45152, -0.70244], [0.19228, -0.03025, -3.95203], [-0.27411, -6.55771, 1.21730], [-0.68671, -2.63895, 5.64403], [-0.31353, 3.72102, -2.03009], [2.23334, -6.66267, 1.43965], [3.49048, -1.35080, -1.77564], [-5.14521, -1.17741, -3.33842], [2.23640, 5.03575, 0.01616], [0.52797, -1.99971, -2.20520], [0.78883, 1.89626, 3.46675], [-1.33827, -2.07568, 1.57555], [2.31514, 0.34168, -5.23920], [-2.51930, 2.13286, -2.63016], [2.34575, -2.35652, 1.86897], [-1.37791, -1.54134, -2.65732], [-3.46367, -2.82649, -2.28697], [-4.54447, 0.96377, -2.28343], [1.82961, 2.79390, 5.77418], [-1.23430, 2.69910, 0.88721], [-3.57188, -1.24271, -4.15458]],
  "forces_ev_per_angstrom": [[-0.492, 0.804, -3.689], [1.155, 0.147, -0.462], [-1.056, 0.306, -0.432], [-0.001, -0.842, 2.133], [0.959, 0.889, 1.944], [-0.661, 0.347, 0.592], [-0.027, -0.256, -0.035], [-0.165, -0.404, 0.037], [0.075, 0.113, -0.064], [1.173, -0.143, 0.637], [-0.260, 0.618, 0.421], [-0.253, -0.835, 0.355], [-0.738, -0.391, 1.219], [0.599, 0.318, 0.042], [0.018, 0.080, 0.149], [-0.770, 0.245, -0.101], [0.127, -0.120, -0.603], [-0.493, 0.743, -0.183], [-0.866, -0.501, -0.691], [-0.709, -3.042, -2.671], [0.077, 0.052, 0.082], [0.031, -0.398, -0.378], [0.424, -0.241, 0.044], [-0.269, -0.117, -0.477], [-0.514, 0.331, 0.190], [-0.094, 0.151, -0.137], [0.209, 0.580, 0.460], [0.016, 0.119, -0.080], [-0.678, -0.463, 0.017], [0.264, -0.424, -0.292], [0.007, 0.545, 0.135], [0.132, 0.511, 0.112], [-0.340, 0.769, 0.024], [1.102, -0.651, -0.325], [0.210, -0.491, 1.408], [-0.249, -0.065, 0.521], [-0.684, 0.189, -0.533], [-0.114, 0.447, 0.021], [0.052, -0.063, 0.239], [-0.244, 0.490, -0.200], [0.092, 0.012, -0.217], [0.005, -0.155, 0.007], [0.242, 0.131, -0.008], [0.336, -0.249, -0.110], [-0.093, -0.157, -0.071], [0.196, 0.065, 0.043], [-0.371, 0.120, -0.149], [-0.110, -0.179, -0.176], [-0.017, 0.007, 0.039], [-0.159, -0.122, -0.045], [0.197, -0.350, -0.262], [-0.034, 0.111, -0.041], [0.114, 0.449, -0.078], [-0.145, -0.557, 0.201], [-0.754, 0.437, -0.342], [-0.164, 0.153, 0.032], [0.796, -0.208, 1.020], [0.302, 0.748, 0.077], [-0.123, -0.055, -0.369], [0.282, 0.010, -0.173], [0.549, 0.397, -0.458], [0.231, 0.090, -0.148], [0.356, 0.121, -0.114], [0.346, 0.634, 0.175], [0.059, -1.982, 1.099], [-0.194, 0.338, -0.008], [-0.095, 0.046, -0.119], [0.160, -0.025, -0.144], [-0.378, -0.213, -0.035], [0.221, 0.212, 0.042], [0.134, 0.531, 1.303], [0.215, 0.023, 0.348], [0.391, -0.428, 0.161], [0.058, -0.154, -0.143], [0.054, -0.154, 0.082], [-0.183, -0.084, 0.080], [-0.023, 0.627, -0.129], [-0.280, -0.003, 0.025], [0.451, 0.275, 0.102], [0.512, 0.188, -0.719], [-0.126, 0.011, -0.208]],
  "lowdin_charge": [0.74, -0.09, -0.09, 1.27, -0.22, 0.11, -0.18, -0.18, -0.21, -0.07, -0.39, -0.09, -0.21, -0.19, -0.19, -0.10, -0.21, -0.33, -0.01, -0.50, -0.19, -0.07, -0.13, -0.21, -0.17, -0.21, -0.38, -0.19, -0.26, -0.36, -0.17, -0.18, -0.11, -0.27, -0.36, -0.07, 0.08, 0.10, 0.11, 0.12, 0.11, 0.09, 0.10, 0.12, 0.11, 0.10, 0.10, 0.09, 0.11, 0.11, 0.10, 0.12, 0.10, 0.12, 0.12, 0.10, 0.04, 0.11, 0.11, 0.12, 0.12, 0.11, 0.09, 0.10, 0.15, 0.09, 0.12, 0.11, 0.12, 0.10, 0.05, -0.02, 0.12, 0.10, 0.03, 0.10, 0.12, 0.12, 0.09, 0.08, 0.11]
}



Which formula does entry 2 have?
C30H45Cl2N2OsP